(1)
6
Properties=species:S:1:pos:R:3:forces:R:3 method="wB97M-V/def2-TZVPD" e_above_lowest_kj_mol=274.59 charge=0 total_energy_ha=-474.812341 spin_multiplicity=1 lumo_ha=-0.0393
C -0.4013 0.0192 0.0015 -2.17 1.32 0.06
C -1.6362 -0.3347 -0.0210 -1.15 -3.17 0.06
F -1.8743 -2.4220 -0.0277 0.58 3.65 -0.03
I -3.5730 0.1837 -0.0018 0.44 -0.12 -0.01
H -0.0395 1.0061 0.0597 -0.43 1.55 0.01
H 0.3819 -0.5919 -0.0120 2.73 -3.22 -0.09

---

(2)
21
Properties=species:S:1:pos:R:3:forces:R:3 method="wB97M-V/def2-TZVPD" e_above_lowest_kj_mol=87.59 smiles="CCN(C)C(C)=O.O" charge=0 total_energy_ha=-403.543248 spin_multiplicity=1 lumo_ha=0.0281
C 0.7698 0.7006 2.0317 0.26 0.10 0.16
C 0.4013 1.1689 0.6104 0.63 -0.58 0.28
N -0.3816 0.1700 -0.1115 -1.62 -0.28 0.94
C -1.6528 -0.1791 0.5597 0.15 0.45 -0.22
C -0.2918 -0.1249 -1.4387 1.62 1.11 -0.57
C 0.8495 0.5919 -2.1941 -0.51 -0.77 -1.12
O -1.0137 -0.9091 -2.0197 -0.38 -0.12 0.29
H 1.0615 -0.3483 1.9493 -0.23 -0.05 0.39
H 0.0246 0.8866 2.8067 -0.41 -0.47 -0.33
H 1.6248 1.2283 2.4685 0.15 0.12 -0.65
H -0.1556 2.1060 0.6611 0.30 0.24 -0.30
H 1.3550 1.2099 0.0878 -0.19 0.74 -0.13
H -2.0197 -1.1228 0.1735 -0.01 -0.09 0.27
H -1.4889 -0.1658 1.6310 0.05 -0.56 0.04
H -2.4260 0.5796 0.3993 0.10 0.09 -0.37
H 1.8551 0.2735 -1.9182 -0.08 0.33 0.51
H 0.7166 1.6709 -2.2482 0.23 0.07 0.53
H 0.7712 0.2671 -3.2369 -0.21 -0.10 0.17
O 0.1513 -2.8029 0.2926 -0.19 -0.56 -0.69
H -0.0092 -1.9062 -0.0079 0.12 0.36 0.24
H -0.1414 -3.2942 -0.4962 0.21 -0.03 0.54

---

(3)
12
Properties=species:S:1:pos:R:3:forces:R:3 method="wB97M-V/def2-TZVPD" e_above_lowest_kj_mol=450.44 charge=0 total_energy_ha=-269.174677 spin_multiplicity=1 lumo_ha=-0.0099
C 1.0712 -0.4108 -0.3272 -0.13 0.00 0.06
C 0.3202 0.8679 -0.0085 0.20 0.01 -0.18
C -1.1377 0.4969 0.0150 -0.14 0.08 -0.09
O -1.2168 -0.9731 -0.3354 0.44 -0.12 0.07
C -0.0313 -1.4083 -0.2485 -0.16 0.05 -0.21
C -0.4345 0.6904 1.2718 -0.10 0.16 0.12
H 1.8621 -0.6098 0.4002 -0.11 0.00 -0.06
H 1.5104 -0.5091 -1.3393 -0.06 -0.02 0.09
H 0.6540 1.7950 -0.4792 -0.08 -0.14 0.12
H -1.9730 0.9878 -0.4727 0.13 -0.05 0.14
H 0.0924 -2.4830 -0.3889 -0.01 0.13 0.06
H -0.6946 1.5731 1.8554 0.03 -0.11 -0.11

---

(4)
17
Properties=species:S:1:pos:R:3:forces:R:3 method="wB97M-V/def2-TZVPD" e_above_lowest_kj_mol=161.24 charge=0 total_energy_ha=-3352.414519 spin_multiplicity=1 lumo_ha=-0.0162
C -2.8486 1.8356 0.3161 0.58 2.88 0.67
C -0.1964 -2.1610 -0.6650 -1.99 -1.75 -0.10
C 0.2969 2.3742 0.0430 -0.29 -0.25 -0.11
C -2.2919 0.5197 0.4183 -0.10 -2.09 3.27
N -3.0446 2.9860 0.2846 -0.05 -2.14 -0.08
O -1.5033 -0.2060 -2.2784 -0.68 -0.18 -0.07
O -0.1366 -0.8356 -0.1511 -0.19 0.54 -1.32
O -0.2401 1.5237 -0.9338 -1.45 -2.06 -2.21
P -1.0818 0.1743 -0.9464 2.08 2.06 1.77
Br -3.7836 -0.6965 0.2468 -0.57 -0.71 -0.26
H -1.1350 -2.5957 -0.1290 1.93 -0.09 -1.09
H 0.7430 -2.6010 -0.4141 0.32 -0.67 0.59
H -0.3008 -2.3233 -1.7914 -0.11 0.96 1.49
H 1.3256 2.5625 -0.4665 -1.45 0.21 2.08
H 0.2120 1.7371 1.0175 0.92 1.98 -1.17
H -0.4411 3.2465 -0.0364 1.68 -0.69 0.99
H -1.9120 0.0911 1.7824 -0.61 2.01 -4.47

---

(5)
11
Properties=species:S:1:pos:R:3:forces:R:3 method="wB97M-V/def2-TZVPD" e_above_lowest_kj_mol=536.22 charge=0 total_energy_ha=-285.210351 spin_multiplicity=1 lumo_ha=0.0313
C 1.5702 -0.0857 -0.5631 0.16 0.49 0.01
C -0.0163 -1.0244 0.7056 -0.66 -0.29 0.13
C -1.3025 -0.6868 0.4398 -0.01 -0.24 0.26
C -1.4367 0.7384 0.3247 0.33 0.15 -0.10
N -0.3344 1.4101 0.3594 -0.18 -0.38 -0.51
O 0.6551 0.2813 0.5805 0.20 -0.74 -0.32
H 2.4173 -0.5793 -0.0876 -0.14 0.25 -0.11
H 1.0955 -0.7866 -1.2628 -0.05 0.48 0.37
H 1.8081 0.8569 -1.0360 0.21 0.14 0.02
H -2.0857 -1.4150 0.3050 -0.15 0.16 0.27
H -2.3706 1.2910 0.2346 0.30 -0.02 -0.04

---

(6)
6
Properties=species:S:1:pos:R:3:forces:R:3 method="wB97M-V/def2-TZVPD" e_above_lowest_kj_mol=436.50 charge=0 total_energy_ha=-779.248048 spin_multiplicity=1 lumo_ha="-0.0246 / -0.0313"
C 0.8477 -0.1048 -0.0772 0.69 -1.07 1.59
P -0.6598 0.5547 0.0084 -3.49 -0.21 0.23
S 2.3658 -0.1167 -0.0872 1.66 -0.10 -0.47
H -0.1317 -0.8661 1.6017 0.75 0.36 -1.02
H -1.4099 -0.6478 -0.2283 0.02 0.85 0.14
H -1.0120 1.1806 -1.2174 0.38 0.17 -0.47